w.
{"formula": "C16H27NO8", "method": "ωB97M-V with the def2-TZVPD basis set", "symbols": ["C", "H", "H", "C", "C", "H", "H", "C", "C", "H", "H", "H", "H", "H", "O", "N", "O", "C", "O", "H", "H", "H", "H", "C", "H", "C", "O", "H", "H", "H", "H", "H", "H", "C", "C", "O", "H", "H", "H", "C", "C", "O", "C", "H", "H", "C", "C", "H", "O", "C", "O", "H"], "xyz": [[1.16, -5.41, -0.24], [0.59, -7.28, 0.65], [-1.33, -0.56, 0.79], [-3.69, -0.43, 1.83], [3.21, 1.19, -3.13], [-5.98, 0.12, 3.99], [0.91, -5.72, -1.25], [-1.97, -1.42, 0.63], [2.06, 0.80, -2.21], [0.04, 3.14, -2.13], [-7.09, -0.35, 1.81], [1.21, 0.64, -2.88], [3.79, 2.08, -2.88], [-7.26, 1.35, 2.27], [-2.96, -1.53, 1.66], [3.52, 0.54, -4.17], [0.90, -2.07, 0.75], [1.43, 4.30, -0.84], [0.82, -4.01, -0.19], [2.38, -1.26, 1.97], [0.99, -0.22, 1.60], [4.03, 5.46, -0.90], [-6.09, 0.88, 1.03], [1.09, 3.17, -1.83], [-0.70, -6.06, 0.64], [1.64, 1.89, -1.24], [3.59, 1.90, 0.33], [-2.46, -1.35, -0.35], [3.86, 5.71, -2.75], [0.56, 4.65, -0.28], [0.80, -1.56, 2.76], [-4.94, 1.31, 3.23], [0.89, 1.43, -0.58], [2.68, 2.43, -0.23], [-5.51, 0.40, 3.06], [-4.61, -0.68, 2.76], [2.89, -0.26, -4.29], [-1.38, -2.33, 0.66], [2.25, -0.15, -1.71], [3.40, 5.53, -1.78], [-6.55, 0.58, 1.98], [2.05, -3.77, 1.69], [1.34, -3.33, 0.83], [1.61, 3.36, -2.77], [2.23, -5.53, -0.11], [1.30, -1.24, 1.84], [2.07, 5.39, -1.69], [1.36, 6.05, -2.19], [-3.53, 0.62, 1.25], [0.37, -6.21, 0.77], [2.39, 3.73, 0.02], [0.63, -5.92, 1.79]], "lowdin_charge": [-0.207, 0.081, 0.084, -0.613, -0.237, 0.122, 0.122, -0.024, -0.131, 0.131, 0.082, 0.126, 0.114, 0.080, 0.017, 0.089, -0.042, -0.292, 0.031, 0.101, 0.083, 0.072, 0.073, -0.089, 0.082, -0.213, 0.146, 0.106, 0.062, 0.151, 0.105, 0.123, 0.150, -0.434, -0.211, 0.038, 0.048, 0.081, 0.124, 0.028, -0.066, 0.136, -0.613, 0.116, 0.125, -0.028, -0.111, 0.111, 0.118, -0.064, 0.040, 0.075], "orbital_gap_ev": 9.7, "smiles": "[H]/N=C\\C[C@@H]1C[C@H](C=C)OC1=O.CCOC(=O)OC.CCOC(=O)OC", "homo_ev": -9.257}

x.
{"formula": "C16H27NO8", "method": "ωB97M-V with the def2-TZVPD basis set", "symbols": ["C", "H", "H", "C", "H", "H", "C", "O", "C", "C", "H", "H", "O", "H", "H", "H", "C", "C", "O", "H", "H", "C", "H", "C", "O", "H", "H", "C", "H", "C", "C", "H", "H", "H", "N", "C", "O", "H", "H", "O", "H", "C", "H", "O", "H", "C", "C", "H", "H", "H", "O", "H"], "xyz": [[1.68, 1.19, 1.15], [2.56, 4.47, -1.39], [4.04, 2.76, 1.70], [4.45, 4.40, -0.57], [-2.02, 0.91, -1.48], [0.01, 3.35, 3.86], [-2.99, -4.54, -1.57], [-3.13, -6.58, -2.73], [-3.73, -3.46, -0.97], [1.69, -1.19, 1.35], [2.48, -2.96, 1.43], [0.77, -1.65, 0.96], [2.02, -0.07, 0.59], [2.00, 3.21, 0.51], [-7.01, -4.50, -1.61], [0.53, 1.66, 3.72], [-0.50, 1.67, -0.17], [-5.20, -5.57, -2.18], [-5.80, -2.43, -0.42], [-2.31, 0.57, 0.24], [-0.33, 0.61, 1.68], [-0.19, 2.40, 3.35], [-1.91, -4.50, -1.55], [-5.25, -3.48, -1.01], [2.78, -2.07, 1.23], [5.35, 4.99, -0.75], [0.24, 1.72, -0.97], [-5.93, -4.48, -1.58], [-3.86, -7.14, -3.06], [3.94, 2.25, 0.74], [0.17, 1.45, 1.19], [2.36, 1.99, -0.71], [5.87, 2.90, 0.06], [2.03, 1.22, 2.19], [3.52, 4.63, -1.68], [-1.53, 0.62, -0.54], [-0.93, -0.66, -0.70], [3.71, 4.00, -2.44], [4.79, 2.38, -1.23], [-3.22, -2.49, -0.42], [-1.01, 2.64, -0.14], [2.46, 2.23, 0.35], [-1.51, -1.33, -0.32], [-5.70, -6.53, -2.74], [3.98, 4.83, 0.33], [-3.68, -5.54, -2.15], [4.83, 2.94, -0.29], [-1.20, 2.06, 3.60], [-5.07, -1.87, -0.10], [4.27, 1.22, 0.87], [-0.05, 2.63, 1.97], [1.54, -0.89, 2.40]], "lowdin_charge": [-0.301, 0.048, 0.118, -0.289, 0.116, 0.091, 0.077, 0.127, -0.291, -0.294, 0.090, 0.117, -0.054, 0.122, 0.137, 0.083, -0.101, -0.308, 0.123, 0.123, 0.147, -0.096, 0.139, -0.229, -0.013, 0.097, 0.118, 0.075, 0.123, -0.200, -0.289, 0.120, 0.103, 0.146, -0.010, -0.256, -0.068, 0.060, 0.110, 0.083, 0.129, -0.144, 0.042, 0.109, 0.110, -0.228, -0.208, 0.090, 0.119, 0.117, -0.160, 0.131], "orbital_gap_ev": 7.1, "smiles": "CO[C@@H](CCO)[C@H](CCCCN)OCO.O=C1C=C(O)C(=O)C=C1O", "homo_ev": -8.879}

How far above the most stable structure does each one sit? In kcal/mol: w 0.0; x 2.9.